[1]
7
Properties=species:S:1:pos:R:3:mulliken_charge:R:1 method="wB97M-V/def2-TZVPD" smiles="S=S1#S#S#S#[PH]1" spin_multiplicity=1 largest_force_ev_per_a=2.79 e_homo_ev="-8.47 / -8.47" de_lowest_ev=1.986
P 0.13083 0.70300 -1.54070 0.090
S -2.02214 -2.20247 -0.27081 -0.213
S 1.31525 1.62498 -0.09468 -0.073
S -1.22640 -0.52477 -0.00954 0.109
S 0.45198 1.38454 1.74031 0.001
S 0.38378 -0.60090 1.78596 -0.055
H 0.96671 -0.38438 -1.61053 0.142


[2]
146
Properties=species:S:1:pos:R:3:mulliken_charge:R:1 method="wB97M-V/def2-TZVPD" spin_multiplicity=1 largest_force_ev_per_a=1.86 charge=-1 e_homo_ev=-4.93 de_lowest_ev=0.647
Ca -1.59016 1.47999 -1.02835 1.859
O -2.13864 5.60121 -1.25946 -0.756
C -2.77681 4.56373 -1.12879 -0.346
O -2.32973 3.37286 -1.11052 -1.187
C -4.29303 4.70674 -0.91920 0.608
C -4.82181 6.02359 -0.81711 -0.562
C -6.15167 6.18934 -0.59703 -0.724
C -6.98347 5.04747 -0.48461 1.256
C -8.37777 5.11946 -0.25295 -0.854
C -9.12637 3.98061 -0.16016 -0.470
C -8.51201 2.71543 -0.29994 -0.582
C -7.16826 2.62002 -0.52394 0.210
C -6.36874 3.78492 -0.61639 -0.654
N -5.02972 3.63276 -0.82531 -0.155
H -4.13218 6.84873 -0.91700 0.524
H -6.58959 7.17751 -0.50665 0.387
H -8.83973 6.09505 -0.15085 0.363
H -10.19282 4.04292 0.01668 0.372
H -9.11426 1.81775 -0.22974 0.435
H -6.67732 1.66264 -0.63946 0.479
C -2.22316 2.28880 3.48892 -0.227
C -1.74544 2.13076 2.18166 -0.863
N -2.42845 1.51279 1.24203 1.318
C -3.63436 0.99381 1.54976 -0.773
C -4.16370 1.04232 2.84596 1.311
C -3.42805 1.73326 3.82208 -1.504
C -5.39720 0.36924 3.14357 -0.881
C -6.05361 -0.31845 2.18968 -1.295
C -5.56709 -0.34753 0.83853 1.420
C -6.23600 -1.03375 -0.18657 -0.844
C -5.74582 -0.97479 -1.46408 -1.034
C -4.59395 -0.21553 -1.70572 -0.845
N -3.93588 0.42404 -0.76378 0.791
C -4.39348 0.34300 0.49986 -0.043
H -1.62623 2.82057 4.21445 0.498
H -0.76912 2.51311 1.90357 0.334
H -3.81726 1.80512 4.83142 0.403
H -5.77490 0.41061 4.15834 0.424
H -6.97162 -0.84669 2.41842 0.393
H -7.13303 -1.59672 0.04457 0.476
H -6.22559 -1.49686 -2.28013 0.451
H -4.19500 -0.13678 -2.71037 0.580
C 6.00063 -2.55463 -5.24505 -1.822
C 5.70280 -1.70216 -4.03978 0.748
C 5.79579 -2.21882 -2.75445 -0.643
C 5.52199 -1.44111 -1.63693 0.563
C 5.53316 -2.05366 -0.26279 -1.720
C 5.17123 -0.10031 -1.80939 0.932
C 5.05964 0.43965 -3.09503 1.733
C 4.63174 1.86731 -3.31070 -1.705
C 5.32217 -0.37610 -4.18990 -1.469
C 5.04155 0.79494 -0.61673 -0.503
C 6.26455 1.19498 -0.07813 0.295
C 6.32610 2.10688 0.95710 -1.231
C 5.14770 2.64077 1.44180 0.388
C 3.90930 2.25727 0.92659 -1.540
C 3.83290 1.29561 -0.09887 -0.106
Ge 2.06582 0.70071 -0.80421 0.828
S 0.96670 2.16617 -1.89622 -0.795
S 0.78234 -0.19813 0.84305 -0.019
Ge 0.34382 -1.74100 -0.77840 -0.058
S -1.45233 -1.19413 -1.81782 -0.861
S 2.24318 -1.28847 -1.87790 0.249
C 0.23733 -3.61175 -0.08963 -0.453
C 0.32396 -4.67703 -1.00525 0.448
C 0.15722 -5.99304 -0.58451 0.395
C -0.09395 -6.28639 0.74358 -1.143
C -0.15850 -5.25041 1.65730 0.164
C 0.00813 -3.92321 1.26006 -0.884
C -0.04350 -2.91831 2.36614 0.652
C 1.09193 -2.68638 3.14167 0.759
C 2.42799 -3.30196 2.81309 -1.810
C 1.00495 -1.82359 4.22992 -0.528
C -0.17328 -1.17012 4.54721 0.723
C -0.24075 -0.22548 5.71711 -1.668
C -1.28764 -1.39343 3.74452 -0.294
C -1.24401 -2.25833 2.66013 0.983
C -2.46383 -2.44608 1.79610 -1.486
C 0.65784 -4.44912 -2.44429 -0.057
C 1.99507 -4.35636 -2.83143 0.297
C 3.12313 -4.54921 -1.85213 -1.026
C 2.29430 -4.06386 -4.15959 -0.618
C 1.29938 -3.88352 -5.10458 0.604
C 1.63360 -3.48221 -6.51593 -1.585
C -0.02393 -4.06565 -4.71436 -0.871
C -0.36299 -4.36046 -3.40274 1.066
C -1.79834 -4.60373 -3.02450 -1.488
C 2.75540 2.98732 1.54718 0.865
C 2.34588 4.21702 1.01413 0.623
C 2.92340 4.78250 -0.25410 -1.806
C 1.39878 4.96854 1.70183 -0.855
C 0.90053 4.57056 2.93266 0.703
C -0.05008 5.46721 3.68265 -1.839
C 1.33609 3.35946 3.45758 -0.385
C 2.24962 2.55566 2.78126 0.914
C 2.71016 1.26402 3.40336 -1.667
H 6.21599 -3.58377 -4.95564 0.339
H 6.86328 -2.17168 -5.79507 0.483
H 5.15510 -2.56782 -5.93578 0.315
H 6.06116 -3.26267 -2.61793 0.288
H 5.65594 -3.13575 -0.32388 0.423
H 4.58844 -1.84365 0.24585 0.135
H 6.33521 -1.64939 0.35898 0.497
H 5.11035 2.54368 -2.60074 0.278
H 3.55122 1.97902 -3.17931 0.154
H 4.87823 2.19228 -4.32194 0.540
H 5.22666 0.04077 -5.18810 0.402
H 7.17345 0.78782 -0.50699 0.516
H 7.28084 2.41642 1.36475 0.399
H 5.16751 3.38383 2.23142 0.471
H 0.23809 -6.78732 -1.31849 0.489
H -0.21995 -7.31291 1.06649 0.376
H -0.33167 -5.45701 2.70765 0.491
H 2.42942 -3.78437 1.83760 0.114
H 2.71229 -4.04733 3.56073 0.378
H 3.19846 -2.52800 2.80501 0.317
H 1.89431 -1.63896 4.82564 0.258
H 0.68598 -0.24660 6.29116 0.395
H -1.06320 -0.48216 6.38873 0.432
H -0.40035 0.80000 5.37805 0.084
H -2.22010 -0.88563 3.97206 0.469
H -3.36018 -2.10484 2.31861 0.507
H -2.59916 -3.49143 1.51420 0.497
H -2.36862 -1.88070 0.86176 -0.187
H 2.80085 -5.07621 -0.95544 0.251
H 3.52679 -3.58227 -1.54454 -0.251
H 3.93087 -5.11925 -2.31623 0.601
H 3.33480 -3.95517 -4.44964 0.285
H 2.68631 -3.66078 -6.73833 0.361
H 1.43775 -2.41794 -6.66553 0.278
H 1.03097 -4.03345 -7.24006 0.432
H -0.81475 -3.96768 -5.45159 0.328
H -2.42973 -4.60593 -3.91397 0.468
H -2.15388 -3.82163 -2.35269 0.128
H -1.91279 -5.56397 -2.51590 0.290
H 3.87106 4.31478 -0.51754 0.226
H 3.08136 5.85767 -0.14936 0.554
H 2.23230 4.60804 -1.07857 0.226
H 1.06804 5.90910 1.27258 0.438
H -0.86532 5.79857 3.03702 0.357
H 0.46464 6.35993 4.04521 0.426
H -0.47952 4.96454 4.54936 0.354
H 0.97869 3.03867 4.43296 0.222
H 2.37174 1.19628 4.43830 0.435
H 3.79803 1.17854 3.38768 0.446
H 2.31147 0.40481 2.85943 0.002


[3]
67
Properties=species:S:1:pos:R:3:mulliken_charge:R:1 method="wB97M-V/def2-TZVPD" spin_multiplicity=1 largest_force_ev_per_a=0.77 charge=+1 e_homo_ev=-10.27 de_lowest_ev=0.927
Os -1.80055 0.65570 0.58165 1.379
N 0.71239 3.57584 -0.97457 0.289
C 0.63159 2.31400 -0.54671 0.021
N -0.65417 2.01514 -0.45932 0.197
C -1.29998 3.16392 -0.81027 0.309
N -0.50072 4.13951 -1.14387 -0.838
C -2.74807 3.12392 -0.74873 0.554
C -3.60417 4.13865 -1.14740 -0.452
N -4.91940 3.99184 -1.10290 -0.539
C -5.38210 2.82319 -0.67541 -0.485
C -4.54626 1.79185 -0.27386 -0.124
N -3.22513 1.94941 -0.30202 0.071
H 1.54623 4.11047 -1.15945 0.197
H 1.48818 1.68754 -0.30233 -0.113
H -3.20173 5.07741 -1.50624 0.484
H -6.45561 2.69185 -0.64135 0.398
H -4.93992 0.85186 0.07770 0.347
C 6.29248 0.54611 -1.17456 -1.205
N 5.12020 -0.07552 -0.57126 0.175
C 4.27881 -0.80510 -1.50305 -1.061
C 4.63140 0.33219 0.62733 0.129
S 2.98599 0.27936 0.99203 -0.209
N 5.55398 0.75950 1.52545 0.156
C 6.87292 0.13999 1.61350 -1.175
C 5.14303 1.44556 2.73884 -1.048
H 6.01864 0.92518 -2.16143 0.421
H 7.11464 -0.16139 -1.29811 0.321
H 6.63184 1.38116 -0.56802 0.391
H 4.92203 -1.40521 -2.14732 0.435
H 3.68728 -0.12698 -2.12703 0.299
H 3.59415 -1.45049 -0.96201 0.266
H 6.95761 -0.67488 0.90067 0.389
H 6.99871 -0.27103 2.61690 0.400
H 7.67396 0.85941 1.43385 0.320
H 4.28790 2.08226 2.53702 0.326
H 5.97921 2.05323 3.08514 0.366
H 4.86629 0.73681 3.52390 0.352
C 1.27824 -2.82950 -0.73348 -0.560
C 0.77597 -2.74147 0.55459 -0.870
C -0.13629 -1.74594 0.88503 -0.502
C -0.51075 -0.80045 -0.06900 0.396
C -0.00241 -0.89093 -1.36199 0.329
C 0.88103 -1.90769 -1.69252 -0.752
H 1.96879 -3.62159 -0.99322 0.437
H 1.08044 -3.45618 1.30815 0.433
H -0.53179 -1.70728 1.89365 0.394
H -0.32481 -0.19370 -2.12625 0.484
H 1.25224 -1.98469 -2.70709 0.515
O -3.21749 -1.20644 -2.67743 -0.625
C -3.51537 -1.38972 -1.53463 -0.343
N -3.05799 -0.64978 -0.42407 0.659
C -3.54714 -1.15579 0.70531 0.710
O -3.06400 -0.61888 1.74097 -0.803
C -4.48611 -2.25737 0.44260 0.275
C -5.26576 -3.05476 1.25115 -0.571
C -6.03985 -4.02819 0.61987 -0.567
C -6.01725 -4.18167 -0.76079 -0.508
C -5.22174 -3.36830 -1.57053 -0.578
C -4.46132 -2.40936 -0.94503 0.188
H -5.27666 -2.93506 2.32588 0.534
H -6.66737 -4.67751 1.21499 0.429
H -6.62740 -4.95012 -1.21608 0.416
H -5.19646 -3.48770 -2.64522 0.511
O -2.30226 2.13321 2.15668 -0.587
C -1.18643 1.92213 2.68938 -0.090
O -0.38909 1.14538 2.08181 -0.542
H -0.90257 2.37707 3.64052 0.448


[4]
90
Properties=species:S:1:pos:R:3:mulliken_charge:R:1 method="wB97M-V/def2-TZVPD" spin_multiplicity=1 largest_force_ev_per_a=7.67 charge=-2 e_homo_ev=-5.03
O -1.33800 2.67041 -3.45490 -0.679
C -0.96577 1.64671 -2.84507 0.627
O -0.24554 1.59223 -1.82839 -0.385
B -0.09890 0.18160 -1.38165 1.000
O -0.72186 -0.59005 -2.49286 -0.042
C -1.33893 0.25937 -3.31680 -0.238
O -2.02571 -0.06184 -4.25351 -0.584
O -0.85190 -0.14137 -0.12268 -0.483
C -0.01656 -0.70051 0.74047 0.566
O -0.26080 -0.95735 1.89292 -0.445
C 1.36030 -0.86125 0.07347 0.339
O 1.26206 -0.36930 -1.11684 -0.080
O 2.31707 -1.33555 0.57685 -0.470
O -8.55663 3.78313 0.87298 -0.615
C -7.99959 3.85983 -0.23599 0.551
O -6.70165 3.46938 -0.62834 -0.384
B -6.63120 3.57581 -2.12089 1.008
O -7.87559 4.29344 -2.55819 -0.441
C -8.65674 4.33684 -1.59429 0.631
O -9.89284 4.59970 -1.68146 -0.686
O -5.47002 4.38570 -2.54979 -0.547
C -4.66722 3.71423 -3.30199 0.684
O -3.71831 4.09412 -4.05354 -0.638
C -5.20481 2.26371 -3.36444 0.544
O -6.33861 2.22049 -2.65104 -0.525
O -4.71648 1.36747 -3.98397 -0.564
Br 2.57080 -1.69717 5.98175 -0.200
C 3.39293 -2.24229 4.20374 -0.326
C 4.71678 -1.63371 4.05394 0.027
Br 5.47702 -2.15196 2.27679 -0.193
H 2.79696 -1.90652 3.35511 -0.025
H 3.36012 -3.33166 4.22100 0.479
H 5.39217 -1.98209 4.83534 0.388
H 4.44086 -0.58094 4.11418 -0.169
Br 0.04757 -3.33671 -6.06908 -0.178
C 0.98704 -2.79341 -4.37676 0.023
C 1.98014 -1.60210 -4.64814 -0.254
Br 0.99550 -0.03705 -5.47941 -0.169
H 1.59473 -3.66072 -4.11874 0.437
H 0.25980 -2.58768 -3.59133 -0.276
H 2.73450 -1.89987 -5.37642 0.485
H 2.36846 -1.29592 -3.67677 -0.192
Br -2.29870 -4.91083 4.36365 -0.217
C -0.95309 -3.52337 3.79545 -0.420
C -0.75593 -2.32994 4.80499 0.445
Br -2.53307 -1.49378 5.04284 -0.179
H -1.39240 -3.18273 2.85786 0.018
H -0.06994 -4.02958 3.40571 0.452
H -0.17510 -1.55460 4.30539 -0.638
H -0.32052 -2.55132 5.77941 0.492
Br 1.80635 5.48714 -2.35162 -0.231
C 0.30616 4.93828 -1.07554 -0.267
C 0.24903 5.91682 0.06560 -0.498
Br -1.28944 5.43275 1.23322 -0.187
H 0.38911 3.88648 -0.80181 -0.031
H -0.62887 4.96226 -1.63522 0.473
H 0.09489 6.95376 -0.23288 0.429
H 1.08851 5.77037 0.74526 0.307
Br 6.58061 1.06747 -1.27104 -0.215
C 4.80205 1.00642 -0.22469 -0.013
C 4.32425 2.37987 0.18084 -0.525
Br 2.52502 2.37930 0.87558 -0.090
H 4.82152 0.29277 0.59897 0.133
H 4.06321 0.51748 -0.85963 -0.053
H 4.26999 3.00911 -0.70754 0.361
H 4.97399 2.89247 0.89018 0.477
Br -3.59214 -4.25487 -3.26453 -0.188
C -3.36440 -2.88713 -1.81122 -0.322
C -2.64532 -3.51116 -0.61740 -0.564
Br -0.65071 -3.68343 -1.11765 -0.088
H -4.36337 -2.56418 -1.51817 0.485
H -2.74949 -2.07740 -2.20405 -0.114
H -3.09956 -4.45533 -0.31686 0.494
H -2.65692 -2.75525 0.16782 0.250
Br -1.17704 1.61605 3.92673 -0.126
C 0.67804 1.12028 4.29796 -0.221
C 1.49758 2.27984 4.81268 -0.602
Br 3.42628 1.85367 4.61037 -0.204
H 1.12388 0.66005 3.41619 -0.016
H 0.63130 0.42951 5.13983 0.261
H 1.22340 2.53328 5.83674 0.486
H 1.17563 3.19939 4.32393 0.417
Br 3.21747 -6.09602 0.78353 -0.161
C 3.27845 -4.48445 -0.28628 0.146
C 4.48081 -4.38577 -1.17719 -0.582
Br 4.37198 -2.70619 -2.31246 -0.129
H 3.22089 -3.58807 0.33120 -0.080
H 2.32538 -4.49401 -0.81512 0.000
H 4.63213 -5.29595 -1.75751 0.466
H 5.37660 -4.32645 -0.55903 0.366